Molecular formula: C12H24NO4P2V
Method: DFT, ωB97M-V/def2-TZVPD

Last column: Mulliken charge in e.
Geometry (Å):
V (0.041, 0.048, 0.901)  -0.268
P (2.084, -0.973, 1.166)  1.138
C (2.389, -1.438, -0.642)  -1.249
C (1.090, -1.740, -1.378)  0.552
N (-0.040, -1.181, -0.870)  0.194
C (-1.219, -1.400, -1.510)  0.435
C (-1.307, -2.178, -2.668)  -0.958
C (-0.137, -2.741, -3.187)  -0.360
C (1.080, -2.521, -2.537)  -0.881
C (-2.460, -0.791, -0.871)  -1.029
P (-2.036, 0.711, 0.200)  1.337
H (1.996, -2.941, -2.927)  0.500
H (-2.257, -2.345, -3.153)  0.506
H (-0.174, -3.343, -4.083)  0.475
H (-3.190, -0.510, -1.629)  0.571
H (-2.918, -1.551, -0.238)  0.435
H (2.853, -0.612, -1.123)  0.475
H (3.079, -2.279, -0.698)  0.575
H (1.806, 3.864, -1.496)  0.307
O (2.646, 3.736, -2.094)  -0.638
H (2.400, 4.071, -3.001)  0.337
H (-1.510, 4.914, 0.556)  0.302
O (-1.125, 5.717, 0.076)  -0.624
H (-1.573, 6.517, 0.484)  0.348
C (-2.258, 2.102, -1.049)  -1.046
H (-3.241, 2.047, -1.517)  0.398
H (-2.162, 3.069, -0.555)  0.198
H (-1.498, 2.029, -1.828)  0.393
C (-3.598, 0.876, 1.239)  -1.284
H (-3.556, 1.789, 1.833)  0.427
H (-4.481, 0.915, 0.600)  0.423
H (-3.694, 0.024, 1.912)  0.408
C (2.153, -2.656, 2.004)  -1.282
H (3.075, -3.176, 1.745)  0.434
H (2.112, -2.536, 3.087)  0.424
H (1.306, -3.265, 1.686)  0.386
C (3.739, -0.203, 1.622)  -1.194
H (3.766, 0.028, 2.687)  0.408
H (4.556, -0.887, 1.389)  0.409
H (3.889, 0.718, 1.057)  0.436
O (-0.881, -1.009, 4.771)  -0.427
C (-0.368, -0.434, 3.709)  0.260
O (-0.736, -0.821, 2.511)  -0.560
H (0.360, 0.358, 3.821)  0.312

E_LUMO (spin up / spin down)	-0.3535 / -0.3151	Ha
calculated total energy	-2453.47459	hartree
spin multiplicity	3
charge	+2


Molecular formula: C12H24O12Rb
Method: DFT, ωB97M-V/def2-TZVPD

Last column: Mulliken charge in e.
Geometry (Å):
Rb (-0.257, -0.583, 1.129)  0.934
C (0.616, 4.052, -1.440)  -0.380
O (-0.587, 4.289, -0.730)  -0.351
C (-1.092, 3.306, 0.000)  0.702
O (-0.544, 2.240, 0.190)  -0.364
O (-2.250, 3.707, 0.496)  -0.325
C (-2.884, 2.904, 1.471)  -0.469
H (1.471, 4.114, -0.766)  0.300
H (0.758, 4.811, -2.208)  0.264
H (0.576, 3.097, -1.964)  0.009
H (-3.955, 3.097, 1.471)  0.272
H (-2.428, 3.055, 2.447)  0.318
H (-2.871, 1.827, 1.256)  0.072
C (2.112, -1.232, 4.402)  -0.476
O (3.258, -0.591, 3.819)  -0.336
C (3.435, -0.622, 2.506)  0.812
O (2.620, -0.853, 1.648)  -0.518
O (4.689, -0.305, 2.289)  -0.345
C (5.107, -0.056, 0.937)  -0.538
H (1.251, -1.147, 3.745)  0.096
H (1.862, -0.672, 5.301)  0.247
H (2.432, -2.231, 4.679)  0.285
H (4.263, 0.239, 0.313)  0.206
H (5.468, -1.002, 0.532)  0.288
H (5.861, 0.717, 1.013)  0.242
C (1.995, -3.997, -2.123)  -0.682
O (1.982, -2.841, -2.936)  -0.354
C (1.644, -1.700, -2.378)  0.754
O (1.189, -1.546, -1.276)  -0.412
O (1.880, -0.740, -3.262)  -0.346
C (1.315, 0.508, -2.920)  -0.602
H (1.497, -4.820, -2.631)  0.279
H (1.526, -3.910, -1.144)  0.288
H (3.032, -4.286, -1.959)  0.283
H (1.697, 1.246, -3.628)  0.356
H (1.706, 0.885, -1.972)  0.235
H (0.230, 0.519, -2.964)  0.247
C (-3.258, 0.609, -1.820)  -0.449
O (-4.279, -0.282, -1.356)  -0.349
C (-4.011, -0.962, -0.264)  0.800
O (-2.891, -1.153, 0.175)  -0.516
O (-5.110, -1.402, 0.286)  -0.328
C (-5.015, -2.501, 1.194)  -0.627
H (-3.248, 1.460, -1.145)  0.160
H (-3.549, 0.877, -2.830)  0.304
H (-2.266, 0.164, -1.887)  0.196
H (-6.016, -2.726, 1.542)  0.230
H (-4.405, -2.205, 2.049)  0.277
H (-4.556, -3.360, 0.711)  0.309

E_LUMO	-0.0948	Ha
calculated total energy	-1398.47747	hartree
spin multiplicity	1
charge	+1
relative energy (zero: lowest compared OMol25 entry of this formula, charge and spin)	0.0	kcal per mole


Molecular formula: C12H24O24S6
Method: DFT, ωB97M-V/def2-TZVPD

Last column: Mulliken charge in e.
Geometry (Å):
C (-5.116, 2.138, 0.688)  -0.208
C (-6.455, 2.652, 0.116)  -0.373
O (-7.379, 2.282, 1.250)  -0.226
S (-7.057, 0.815, 1.732)  1.073
O (-7.563, -0.218, 0.821)  -0.323
O (-7.069, 0.554, 3.144)  -0.353
O (-5.410, 0.874, 1.361)  -0.040
H (-4.847, 2.734, 1.560)  0.335
H (-4.175, 2.290, 0.159)  0.432
H (-6.873, 1.990, -0.643)  0.344
H (-6.496, 3.722, -0.090)  0.341
C (0.048, -0.609, 0.651)  -0.548
C (-0.785, 0.608, 0.237)  -0.173
O (-0.867, 0.376, -1.178)  -0.382
S (0.743, 0.171, -1.655)  0.913
O (1.436, 1.472, -1.506)  -0.492
O (0.815, -0.610, -2.869)  -0.444
O (1.000, -0.884, -0.374)  -0.236
H (-0.633, -1.459, 0.681)  0.433
H (0.529, -0.464, 1.619)  0.329
H (-0.287, 1.548, 0.476)  0.294
H (-1.769, 0.683, 0.701)  0.209
C (1.336, -3.931, -4.318)  0.139
C (0.879, -2.742, -5.259)  -0.130
O (0.702, -3.340, -6.501)  -0.380
S (1.636, -4.683, -6.650)  1.033
O (2.973, -4.258, -7.029)  -0.526
O (1.023, -5.609, -7.624)  -0.536
O (1.367, -5.124, -5.070)  -0.361
H (0.551, -4.108, -3.582)  -0.134
H (2.255, -3.706, -3.776)  0.351
H (1.579, -1.907, -5.308)  0.298
H (-0.074, -2.273, -5.014)  0.244
C (4.777, 2.582, -0.345)  -0.359
C (5.069, 2.989, 1.175)  -0.337
O (4.818, 1.891, 1.907)  -0.357
S (3.700, 0.861, 1.165)  1.081
O (2.378, 1.097, 1.752)  -0.444
O (4.150, -0.556, 1.209)  -0.539
O (3.959, 1.456, -0.322)  -0.224
H (5.641, 2.578, -1.009)  0.340
H (4.106, 3.375, -0.677)  0.271
H (4.437, 3.796, 1.546)  0.286
H (6.115, 3.284, 1.101)  0.298
C (-0.227, 3.801, 3.820)  0.024
C (-1.479, 3.520, 4.586)  -0.438
O (-2.474, 4.428, 4.218)  -0.330
S (-1.777, 5.886, 3.824)  1.054
O (-1.851, 6.805, 5.017)  -0.500
O (-2.424, 6.293, 2.518)  -0.519
O (-0.255, 5.219, 3.668)  -0.294
H (-0.194, 3.267, 2.870)  0.089
H (0.629, 3.461, 4.403)  0.275
H (-1.314, 3.803, 5.626)  0.329
H (-1.784, 2.483, 4.446)  0.331
C (1.038, -4.216, -0.748)  -0.345
C (0.645, -4.481, 0.663)  0.030
O (1.825, -4.935, 1.354)  -0.305
S (2.984, -5.324, 0.339)  1.049
O (3.468, -6.705, 0.539)  -0.554
O (4.107, -4.402, 0.397)  -0.523
O (2.072, -5.094, -1.082)  -0.309
H (1.451, -3.213, -0.854)  0.280
H (0.323, -4.264, -1.569)  0.367
H (-0.204, -5.161, 0.732)  0.348
H (0.272, -3.508, 0.981)  0.025

E_LUMO (spin up / spin down)	-0.1720 / -0.4078	Ha
calculated total energy	-4665.78901	hartree
spin multiplicity	2
charge	+1
relative energy (zero: lowest compared OMol25 entry of this formula, charge and spin)	33.3	kcal per mole


Molecular formula: C12H25AlN3OP2
Method: DFT, ωB97M-V/def2-TZVPD

Last column: Mulliken charge in e.
Geometry (Å):
Al (0.006, -0.010, -0.113)  -0.981
P (0.893, 2.272, 0.307)  -0.033
P (1.884, -1.508, 0.507)  -0.058
N (-1.647, 0.875, -0.714)  0.332
N (-0.952, -1.590, -0.643)  0.313
H (-3.472, 0.326, -1.764)  0.400
H (-2.942, -2.201, -1.211)  0.519
H (-3.375, -0.221, -0.085)  0.338
C (-2.782, -0.048, -0.994)  -0.658
H (-2.044, -1.393, -2.491)  0.346
C (-2.200, -1.405, -1.394)  -0.726
H (-2.375, 2.594, -1.644)  0.463
H (-0.800, -3.652, -1.009)  0.460
C (-1.561, 2.093, -1.106)  -0.062
C (-0.309, -2.744, -0.617)  -0.134
H (-0.698, 3.944, -0.396)  0.585
C (-0.377, 3.000, -0.864)  -0.754
H (0.110, 3.284, -1.814)  0.308
H (3.022, -1.375, -0.343)  0.170
H (2.273, -1.728, 1.871)  0.177
H (2.109, 2.684, -0.298)  0.159
H (0.725, 3.056, 1.480)  0.133
O (1.008, 0.336, -1.589)  -0.207
C (0.694, 0.070, -2.960)  1.061
C (1.038, 1.248, -3.848)  -1.441
C (1.405, -1.191, -3.403)  -1.303
H (-0.403, -0.084, -3.057)  -0.192
H (0.419, 2.115, -3.603)  0.286
H (2.093, 1.524, -3.748)  0.346
H (0.848, 0.978, -4.895)  0.395
H (1.207, -2.028, -2.732)  0.274
H (1.112, -1.481, -4.419)  0.389
H (2.483, -1.003, -3.405)  0.329
C (0.986, -2.910, -0.089)  -0.379
H (1.382, -3.919, -0.018)  0.463
C (0.398, 0.316, 5.121)  -1.092
C (-0.759, -0.367, 4.366)  -0.563
C (-0.608, -0.235, 2.931)  0.889
N (-0.424, -0.084, 1.789)  -0.187
H (1.357, -0.122, 4.807)  0.331
H (0.319, 0.202, 6.207)  0.355
H (0.404, 1.393, 4.895)  0.333
H (-0.805, -1.439, 4.594)  0.311
H (-1.730, 0.065, 4.637)  0.309

E_LUMO (spin up / spin down)	-0.2202 / -0.3336	Ha
calculated total energy	-1636.39023	hartree
spin multiplicity	2
charge	+2


Q: Among the records above, which one has the lowest spin multiplicity?
A: C12H24O12Rb


Q: Number 4 is which compound?
A: C12H25AlN3OP2


Q: Look up the calculated total energy of the second one.
A: -1398.47747 hartree